(A)
# C12H15Cl2NO5S

The molecule C12H15Cl2NO5S (the ωB97M-V functional and the def2-TZVPD basis, the OMol25 dataset).

```
36
Properties=species:S:1:pos:R:3:nbo_charge:R:1
C -3.579 -2.342 1.376 -0.8570
S -4.018 -1.374 -0.099 2.1765
O -4.205 -2.282 -1.196 -0.9392
O -5.093 -0.485 0.246 -0.9417
C -2.535 -0.404 -0.389 -0.3358
C -2.466 0.889 0.087 -0.1855
C -1.305 1.621 -0.104 -0.2436
C -0.224 1.053 -0.774 -0.0400
C 1.065 1.819 -0.938 0.0716
O 0.807 3.200 -0.859 -0.7179
C 2.104 1.415 0.159 -0.0858
C 1.603 1.712 1.585 -0.0806
O 0.770 0.693 2.078 -0.7288
N 2.439 0.016 0.094 -0.6251
C 3.245 -0.499 -0.840 0.6426
O 3.746 0.127 -1.746 -0.5996
C 3.513 -2.000 -0.671 -0.2915
Cl 4.384 -2.267 0.855 -0.0027
Cl 1.985 -2.906 -0.662 -0.0119
C -0.326 -0.240 -1.278 -0.1457
C -1.482 -0.973 -1.079 -0.1987
H -2.707 -2.939 1.141 0.2376
H -3.380 -1.651 2.185 0.2389
H -4.422 -2.978 1.617 0.2538
H -3.326 1.308 0.586 0.2491
H -1.233 2.642 0.239 0.2431
H 1.510 1.558 -1.908 0.1986
H 1.578 3.684 -1.171 0.4835
H 3.012 2.001 -0.038 0.2171
H 2.456 1.747 2.266 0.1933
H 1.103 2.687 1.592 0.1914
H -0.082 0.741 1.625 0.4842
H 2.031 -0.562 0.820 0.4354
H 4.130 -2.372 -1.491 0.2545
H 0.494 -0.666 -1.835 0.2173
H -1.590 -1.972 -1.472 0.2426
```

Results
net charge	0
SMILES string	CS(=O)(=O)c1ccc([C@@H](O)[C@@H](CO)NC(=O)C(Cl)Cl)cc1
orbital gap	0.373	Eh
highest occupied orbital energy	-9.875	eV
E_LUMO	0.28	eV



(B)
# C12H15Cl2NO5S

The molecule C12H15Cl2NO5S (the ωB97M-V functional and the def2-TZVPD basis, the OMol25 dataset).

```
36
Properties=species:S:1:pos:R:3:nbo_charge:R:1
C -6.224 -0.749 1.249 -0.8568
S -5.523 -0.091 -0.295 2.1767
O -5.804 -1.024 -1.351 -0.9410
O -5.964 1.268 -0.446 -0.9398
C -3.758 -0.099 0.034 -0.3384
C -3.185 0.988 0.665 -0.1805
C -1.830 0.971 0.949 -0.2056
C -1.061 -0.131 0.592 -0.0482
C 0.421 -0.152 0.881 0.0705
O 0.896 -1.443 1.214 -0.7242
C 1.209 0.316 -0.359 -0.0799
C 0.989 1.819 -0.614 -0.0800
O 1.293 2.599 0.515 -0.7230
N 2.615 0.045 -0.118 -0.6270
C 3.554 0.184 -1.061 0.6434
O 3.390 0.649 -2.165 -0.5913
C 4.955 -0.242 -0.594 -0.2927
Cl 5.472 0.851 0.710 -0.0118
Cl 4.948 -1.920 -0.014 -0.0067
C -1.653 -1.214 -0.051 -0.1612
C -3.008 -1.200 -0.328 -0.1973
H -7.301 -0.776 1.138 0.2536
H -5.832 -1.746 1.397 0.2376
H -5.942 -0.086 2.056 0.2374
H -3.804 1.837 0.909 0.2440
H -1.363 1.812 1.437 0.2327
H 0.642 0.550 1.701 0.1921
H 0.341 -1.810 1.910 0.4828
H 0.878 -0.241 -1.245 0.2130
H 1.588 2.117 -1.480 0.2033
H -0.065 1.996 -0.835 0.1906
H 2.245 2.568 0.664 0.4747
H 2.817 -0.513 0.701 0.4301
H 5.672 -0.158 -1.413 0.2539
H -1.044 -2.061 -0.331 0.2239
H -3.493 -2.017 -0.838 0.2452
```

Results
net charge	0
SMILES string	CS(=O)(=O)c1ccc([C@@H](O)[C@@H](CO)NC(=O)C(Cl)Cl)cc1
orbital gap	0.380	Eh
highest occupied orbital energy	-10.044	eV
E_LUMO	0.29	eV



Stability, highest: (A)



(A)
# C5H9F2N

The molecule C5H9F2N (the ωB97M-V functional and the def2-TZVPD basis, the OMol25 dataset).

```
17
Properties=species:S:1:pos:R:3:nbo_charge:R:1
C 0.679 0.999 0.003 0.0971
C -0.279 -0.037 0.114 -0.2730
C -0.626 -0.749 -1.288 0.5629
C -1.592 0.440 0.758 -0.5872
C 0.225 -1.255 0.951 -0.5941
N 1.903 0.856 -0.496 -0.7236
F -1.328 0.140 -2.078 -0.3925
F 0.485 -0.862 -2.076 -0.3841
H 0.560 2.056 -0.336 0.1936
H -2.604 -0.073 0.339 0.2324
H -1.676 1.434 0.395 0.2088
H -1.674 0.410 1.907 0.2204
H 0.648 -2.046 0.278 0.2140
H -0.484 -1.729 1.541 0.2219
H 1.061 -1.063 1.604 0.2032
H 2.331 -0.082 -0.543 0.3952
H 2.373 1.561 -1.073 0.4048
```

Results
net charge	0
orbital gap (alpha / beta)	0.320 / 0.250	Eh
highest occupied orbital energy (alpha / beta)	-8.232 / -6.947	eV
E_LUMO (alpha / beta)	0.48 / -0.15	eV



(B)
# C5H9F2N

The molecule C5H9F2N (the ωB97M-V functional and the def2-TZVPD basis, the OMol25 dataset).

```
17
Properties=species:S:1:pos:R:3:nbo_charge:R:1
N -2.066 -1.916 1.481 -0.8226
C -1.421 -1.289 0.325 -0.2681
C -0.761 0.029 0.618 -0.1052
C 0.261 0.477 -0.049 -0.1293
C 0.991 -0.281 -1.018 0.0104
F 0.156 -0.706 -2.033 -0.3614
C 0.719 1.900 0.142 0.0424
F 2.017 1.980 0.620 -0.3718
H -2.398 -2.817 1.202 0.3594
H -1.405 -2.039 2.215 0.3513
H -0.663 -1.907 -0.215 0.1789
H -2.215 -1.161 -0.488 0.2122
H -1.228 0.670 1.383 0.2058
H 1.746 0.438 -1.410 0.1758
H 1.570 -1.114 -0.535 0.1819
H 0.083 2.380 0.896 0.1705
H 0.679 2.468 -0.814 0.1697
```

Results
net charge	0
SMILES string	NCC=C(CF)CF
orbital gap	0.382	Eh
highest occupied orbital energy	-9.534	eV
E_LUMO	0.86	eV



Stability, highest: (B)



(A)
# C3HN3O2

A cluster of 3 separate species, C3HN3O2 in total (the ωB97M-V functional and the def2-TZVPD basis, the OMol25 dataset).

```
9
Properties=species:S:1:pos:R:3:nbo_charge:R:1
C -2.599 -1.019 0.143 -0.0849
C -1.380 -1.590 0.225 0.1074
C 2.234 1.231 1.513 1.0294
N -3.703 -0.621 0.110 -0.1874
N 0.234 -0.462 -1.784 -0.2976
N -0.142 -0.023 -0.780 0.0731
O 2.329 1.618 2.583 -0.4996
O 2.167 0.860 0.431 -0.5273
H 0.859 0.007 -2.442 0.3869
```

Results
net charge	0
orbital gap (alpha / beta)	0.234 / 0.233	Eh
highest occupied orbital energy (alpha / beta)	-8.317 / -8.302	eV
E_LUMO (alpha / beta)	-1.95 / -1.96	eV



(B)
# C3HN3O2

The molecule C3HN3O2 (the ωB97M-V functional and the def2-TZVPD basis, the OMol25 dataset).

```
9
Properties=species:S:1:pos:R:3:nbo_charge:R:1
C 1.274 1.106 -0.006 0.2107
O 2.029 -0.040 -0.090 -0.2579
N 1.238 -1.229 -0.107 -0.1103
C 0.050 -0.589 0.221 0.3599
O -1.252 -0.955 0.064 -0.2692
N -2.066 -0.038 -0.147 0.1883
N -1.438 1.038 -0.096 -0.1998
C -0.023 0.764 0.233 -0.1185
H 1.844 1.873 -0.029 0.1968
```

Results
net charge	0
SMILES string	c1onc2onnc12
orbital gap	0.361	Eh
highest occupied orbital energy	-10.396	eV
E_LUMO	-0.58	eV



Stability, highest: (B)



(A)
# C2H6N2O

The molecule C2H6N2O (the ωB97M-V functional and the def2-TZVPD basis, the OMol25 dataset).

```
11
Properties=species:S:1:pos:R:3:nbo_charge:R:1
C -1.916 -0.104 -0.003 -0.2479
O -0.611 -0.371 -0.010 -0.5703
C 0.376 0.726 -0.120 0.2955
N 1.616 0.666 0.067 -0.2769
N 2.286 -0.516 -0.108 -0.6717
H -1.903 -0.054 1.107 0.1910
H -2.206 -0.993 -0.318 0.1878
H -2.413 0.755 -0.693 0.1683
H -0.203 1.643 -0.038 0.1553
H 3.268 -0.433 0.268 0.3939
H 1.706 -1.319 -0.152 0.3750
```

Results
net charge	0
SMILES string	CO/C=N\N
orbital gap	0.346	Eh
highest occupied orbital energy	-8.372	eV
E_LUMO	1.04	eV



(B)
# C2H6N2O

The molecule C2H6N2O (the ωB97M-V functional and the def2-TZVPD basis, the OMol25 dataset).

```
11
Properties=species:S:1:pos:R:3:nbo_charge:R:1
C -0.009 -0.268 1.528 -0.7305
C -0.567 0.557 0.401 0.6637
O -1.368 1.490 0.531 -0.6115
N -0.450 0.096 -0.886 -0.4754
N 0.770 -0.473 -1.271 -0.6519
H 1.093 -0.445 1.366 0.2457
H -0.185 0.357 2.451 0.2511
H -0.437 -1.288 1.406 0.2492
H -0.838 0.834 -1.572 0.3752
H 0.702 -1.238 -2.034 0.3598
H 1.290 0.379 -1.921 0.3245
```

Results
net charge	0
SMILES string	CC(=O)NN
orbital gap	0.379	Eh
highest occupied orbital energy	-9.622	eV
E_LUMO	0.68	eV



(C)
# C2H6N2O

A cluster of 2 separate species, C2H6N2O in total (the ωB97M-V functional and the def2-TZVPD basis, the OMol25 dataset).

```
11
Properties=species:S:1:pos:R:3:nbo_charge:R:1
H -0.951 0.896 2.106 0.3464
N -0.811 0.305 1.292 -0.7133
C -1.909 0.044 0.730 0.2756
N -1.981 -0.672 -0.453 -0.8126
H -2.867 0.549 0.892 0.1451
H -2.881 -1.095 -0.625 0.3784
H -1.211 -1.270 -0.713 0.3833
C 2.312 -0.184 -0.508 0.2902
O 2.688 0.804 -1.070 -0.4995
H 1.307 -0.613 -0.662 0.1052
H 2.970 -0.703 0.211 0.1013
```

Results
net charge	0
SMILES string	[H]/N=C/N.C=O
orbital gap	0.389	Eh
highest occupied orbital energy	-9.691	eV
E_LUMO	0.89	eV



Stability, highest: (C)



(A)
# C2H6N2O

The molecule C2H6N2O (the ωB97M-V functional and the def2-TZVPD basis, the OMol25 dataset).

```
11
Properties=species:S:1:pos:R:3:nbo_charge:R:1
C 0.953 0.427 -1.585 -0.2637
O 0.084 -0.663 -1.243 -0.4928
C -0.417 -0.678 -0.013 0.3465
N -0.388 0.367 0.738 -0.3437
N -1.132 0.151 1.951 -0.6605
H 1.767 0.444 -0.863 0.1871
H 0.504 1.410 -1.510 0.1951
H 1.276 0.214 -2.613 0.1956
H -0.937 -1.617 0.156 0.1553
H -1.035 -0.786 2.310 0.3295
H -0.674 0.729 2.673 0.3516
```

Results
net charge	0
SMILES string	CO/C=N/N
orbital gap	0.357	Eh
highest occupied orbital energy	-8.622	eV
E_LUMO	1.08	eV



(B)
# C2H6N2O

The molecule C2H6N2O (the ωB97M-V functional and the def2-TZVPD basis, the OMol25 dataset).

```
11
Properties=species:S:1:pos:R:3:nbo_charge:R:1
H -1.792 -2.001 -0.633 0.3444
N -1.054 -1.330 -0.650 -0.6791
C -0.492 -1.198 0.432 0.2364
N 0.323 -0.200 0.862 -0.3536
O 0.930 0.563 -0.236 -0.3731
C 0.306 1.766 -0.425 -0.2809
H -1.063 -1.602 1.195 0.1485
H 0.949 -0.198 1.610 0.3872
H 0.224 2.687 0.184 0.1831
H -0.725 1.842 -0.973 0.1785
H 1.205 2.066 -1.023 0.2087
```

Results
net charge	0
SMILES string	[H]/N=C/NOC
orbital gap	0.386	Eh
highest occupied orbital energy	-9.591	eV
E_LUMO	0.92	eV



Stability, highest: (A)



(A)
# C2H6N2O

The molecule C2H6N2O (the ωB97M-V functional and the def2-TZVPD basis, the OMol25 dataset).

```
11
Properties=species:S:1:pos:R:3:nbo_charge:R:1
C -1.326 -0.714 0.302 -0.4353
N -0.811 0.322 -0.572 -0.5685
N 0.320 1.401 0.087 -0.2981
C 1.233 0.654 -0.218 0.4472
O 1.717 -0.587 -0.359 -0.6706
H -2.256 -1.104 -0.123 0.2056
H -0.611 -1.535 0.348 0.1957
H -1.547 -0.373 1.321 0.1771
H -1.519 1.006 -0.822 0.3594
H 2.141 1.495 0.165 0.0761
H 2.658 -0.566 -0.129 0.5114
```

Results
net charge	0
SMILES string	CN/N=C\O
orbital gap	0.352	Eh
highest occupied orbital energy	-9.035	eV
E_LUMO	0.55	eV



(B)
# C2H6N2O

A cluster of 2 separate species, C2H6N2O in total (the ωB97M-V functional and the def2-TZVPD basis, the OMol25 dataset).

```
11
Properties=species:S:1:pos:R:3:nbo_charge:R:1
N 2.846 -2.014 0.575 -0.8306
C 3.764 -0.979 0.651 0.5138
O 3.713 -0.079 -0.158 -0.5870
H 2.094 -1.770 -0.057 0.3931
H 2.535 -2.462 1.420 0.3843
H 4.623 -1.034 1.328 0.1264
C -5.599 1.512 -0.417 -0.0435
N -4.426 1.857 -0.732 -0.5867
H -6.199 2.098 0.273 0.1607
H -6.030 0.564 -0.738 0.1395
H -4.000 1.198 -1.360 0.3300
```

Results
net charge	0
SMILES string	NC=O.C=N
orbital gap	0.410	Eh
highest occupied orbital energy	-10.119	eV
E_LUMO	1.04	eV



Stability, highest: (B)



(A)
# C5H10NOS

The ion C5H10NOS with charge +1 (the ωB97M-V functional and the def2-TZVPD basis, the OMol25 dataset).

```
18
Properties=species:S:1:pos:R:3:nbo_charge:R:1
C -1.024 0.328 -1.546 -0.0842
C -1.127 0.794 -0.076 -0.2721
N 0.215 0.459 0.493 -0.3928
C 0.345 -1.022 0.692 -0.2255
C 1.898 -1.318 0.568 -0.5396
S 2.574 -0.246 -0.774 0.3073
C 1.151 0.896 -0.617 0.0693
O 0.227 0.863 -1.915 -0.4963
H -1.104 -0.688 -1.685 0.1808
H -1.736 0.790 -2.111 0.2275
H -1.168 1.971 -0.127 0.2510
H -2.097 0.513 0.543 0.2760
H 0.476 0.834 1.384 0.4559
H -0.259 -1.468 0.008 0.2249
H 0.048 -1.338 1.777 0.2576
H 2.445 -1.153 1.434 0.2301
H 2.119 -2.373 0.172 0.2763
H 1.515 1.953 -0.460 0.2538
```

Results
net charge	+1
SMILES string	C1C[N@H+]2CCS[C@H]2O1
orbital gap	0.373	Eh
highest occupied orbital energy	-13.519	eV
E_LUMO	-3.36	eV



(B)
# C5H10NOS

A structure of composition C5H10NOS (the ωB97M-V functional and the def2-TZVPD basis, the OMol25 dataset).

```
18
Properties=species:S:1:pos:R:3:nbo_charge:R:1
C 0.857 -0.985 0.032 -0.1765
C 1.970 -0.341 0.277 -0.1181
C -0.152 -1.921 0.616 -0.4291
C -2.189 0.459 -0.266 0.4612
C 2.614 0.887 -0.276 -0.6191
N -1.505 1.646 -0.284 -0.7638
O -2.645 -0.233 0.758 -0.6061
S -0.564 -1.139 -1.007 0.2658
H 2.534 -0.824 1.218 0.2384
H 0.031 -2.936 0.495 0.2434
H -0.823 -1.597 1.388 0.2435
H -2.669 0.246 -1.252 0.2084
H 1.825 1.437 -0.926 0.1990
H 3.414 0.531 -0.822 0.2451
H 2.914 1.474 0.486 0.2336
H -0.758 1.834 0.358 0.4213
H -1.494 2.205 -1.111 0.4301
H -3.362 -0.745 0.316 0.5229
```

Results
net charge	+1
orbital gap	0.334	Eh
highest occupied orbital energy	-12.905	eV
E_LUMO	-3.83	eV



Stability, highest: (A)



(A)
# C4H6S2

The molecule C4H6S2 (the ωB97M-V functional and the def2-TZVPD basis, the OMol25 dataset).

```
12
Properties=species:S:1:pos:R:3:nbo_charge:R:1
C -1.995 -0.893 -0.046 -0.6552
C -1.192 0.375 0.001 -0.1682
C 0.111 0.618 0.039 -0.4100
S 1.322 -0.617 0.033 0.4050
C 2.774 0.296 -0.084 -0.5035
S 4.237 -0.406 0.010 0.0184
H -2.679 -0.929 -0.856 0.2286
H -2.572 -0.941 0.865 0.2283
H -1.384 -1.835 -0.003 0.2191
H -1.745 1.302 0.001 0.2034
H 0.438 1.660 0.199 0.2275
H 2.686 1.371 -0.158 0.2066
```

Results
net charge	0
SMILES string	C/C=C\SC=S
orbital gap	0.306	Eh
highest occupied orbital energy	-8.552	eV
E_LUMO	-0.22	eV



(B)
# C4H6S2

The molecule C4H6S2 (the ωB97M-V functional and the def2-TZVPD basis, the OMol25 dataset).

```
12
Properties=species:S:1:pos:R:3:nbo_charge:R:1
C -1.293 -0.577 1.431 -0.6825
C -0.430 -0.517 0.152 -0.1231
S -0.495 -1.728 -0.976 0.0450
C 0.666 0.449 -0.010 -0.1560
C 0.901 0.794 -1.527 -0.7141
S 1.579 0.805 1.302 0.0866
H -2.122 -1.262 1.210 0.2437
H -0.332 -1.042 2.066 0.2746
H -1.657 0.422 1.913 0.2432
H -0.089 0.848 -2.276 0.2660
H 1.586 1.853 -1.375 0.2417
H 1.685 -0.045 -1.909 0.2748
```

Results
net charge	0
SMILES string	CC(=S)C(C)=S
orbital gap	0.265	Eh
highest occupied orbital energy	-8.730	eV
E_LUMO	-1.52	eV



Stability, highest: (A)